Record 1
# C19H26CuF4N4Si

A molecular structure, C19H26CuF4N4Si (ωB97M-V/def2-TZVPD, the Open Molecules 2025 dataset).

Atoms and positions in Å:
Cu (-0.439, -0.272, 0.223)
C (0.417, -2.689, 2.221)
N (0.993, -1.586, 1.481)
C (2.150, -1.994, 0.705)
C (1.295, -0.435, 2.323)
C (0.043, 0.139, 2.994)
N (-1.070, 0.143, 2.058)
C (-2.283, 0.494, 2.470)
C (-3.405, 0.279, 1.611)
F (-3.182, -0.296, 0.411)
C (-4.694, 0.588, 1.953)
F (-5.686, 0.321, 1.079)
C (-5.021, 1.158, 3.175)
C (-3.964, 1.386, 4.031)
F (-4.214, 1.950, 5.232)
C (-2.659, 1.076, 3.717)
F (-1.722, 1.385, 4.651)
H (1.091, -3.061, 3.012)
H (0.199, -3.507, 1.532)
H (-0.521, -2.373, 2.677)
H (2.979, -2.345, 1.346)
H (2.488, -1.149, 0.106)
H (1.867, -2.802, 0.027)
H (1.719, 0.321, 1.661)
H (2.035, -0.688, 3.105)
H (0.294, 1.145, 3.348)
H (-0.207, -0.457, 3.884)
H (-6.038, 1.411, 3.431)
C (3.568, 2.787, 0.313)
C (2.706, 2.450, -0.878)
C (2.782, 3.213, -2.035)
C (1.953, 2.856, -3.096)
C (1.114, 1.776, -2.972)
C (1.088, 1.027, -1.766)
N (1.890, 1.409, -0.740)
N (0.288, -0.053, -1.588)
Si (-0.191, -1.118, -2.830)
C (1.315, -1.674, -3.852)
C (-0.982, -2.633, -2.027)
C (-1.467, -0.499, -4.104)
H (4.600, 2.977, 0.011)
H (3.554, 1.967, 1.029)
H (3.197, 3.688, 0.808)
H (3.463, 4.052, -2.109)
H (1.967, 3.440, -4.010)
H (0.450, 1.491, -3.777)
H (2.129, -1.987, -3.192)
H (1.687, -0.847, -4.462)
H (1.082, -2.507, -4.521)
H (-0.348, -3.041, -1.236)
H (-1.163, -3.423, -2.762)
H (-1.940, -2.364, -1.575)
H (-1.062, 0.283, -4.750)
H (-2.345, -0.093, -3.596)
H (-1.798, -1.320, -4.748)

Cartesian forces (eV/Å) of the 2 atoms listed first:
Cu -0.052 0.323 -0.181
C -0.029 0.059 -0.018

Calculated values
- E_LUMO: 3.07 eV
- Calculated total energy: -3288.18222 hartree
- Charge: -1
- Max |F|: 0.0079 hartree/bohr
- HOMO: -3.83 eV

Here are the Mulliken charges for atoms 1 to 5, given in e: -0.84 -1.25 1.01 -1.22 -0.44



Record 2
# C19H26F24O5SSi2

A molecular structure, C19H26F24O5SSi2 (ωB97M-V/def2-TZVPD, the Open Molecules 2025 dataset).

Atoms and positions in Å:
O (4.457, -5.047, -3.976)
C (3.548, -4.003, -3.477)
C (2.676, -3.321, -4.731)
C (1.704, -2.194, -4.045)
C (0.204, -2.076, -4.747)
Si (-1.091, -2.165, -3.354)
O (-1.716, -3.709, -2.892)
Si (-1.176, -5.062, -3.837)
S (-2.913, -5.905, -4.879)
H (3.916, -5.522, -4.697)
H (2.794, -4.475, -2.692)
H (4.224, -3.202, -2.919)
H (2.119, -4.167, -5.316)
H (3.483, -2.742, -5.379)
H (1.542, -2.387, -2.902)
H (2.248, -1.144, -4.151)
H (0.165, -0.968, -5.188)
H (0.053, -2.782, -5.666)
H (-2.199, -1.232, -3.684)
H (-0.466, -1.569, -2.143)
H (-0.772, -6.124, -2.879)
H (-0.027, -4.847, -4.699)
H (-3.849, -6.119, -3.816)
C (0.306, 1.808, 1.903)
C (0.303, 3.213, 1.285)
C (-0.774, 3.447, 0.232)
F (-0.634, 2.628, -0.834)
F (-0.703, 4.716, -0.251)
F (1.541, 3.490, 0.795)
F (0.102, 4.104, 2.306)
O (1.255, 0.887, 1.358)
C (0.826, 0.185, 0.193)
C (1.690, 0.491, -1.036)
F (1.657, 1.811, -1.354)
F (1.244, -0.181, -2.130)
F (-0.491, 0.423, -0.016)
F (0.921, -1.136, 0.504)
H (0.618, 1.929, 2.948)
H (-0.698, 1.373, 1.968)
H (-1.776, 3.308, 0.651)
H (2.734, 0.212, -0.863)
C (-6.546, 4.969, 2.284)
C (-5.319, 4.069, 2.077)
C (-3.982, 4.731, 2.389)
F (-3.738, 5.795, 1.592)
F (-2.958, 3.859, 2.185)
F (-5.339, 3.568, 0.813)
F (-5.465, 2.988, 2.906)
O (-7.074, 5.587, 1.108)
C (-6.454, 6.816, 0.732)
C (-5.772, 6.742, -0.639)
F (-4.794, 5.800, -0.660)
F (-5.178, 7.923, -0.956)
F (-5.614, 7.215, 1.718)
F (-7.454, 7.737, 0.700)
H (-7.356, 4.314, 2.630)
H (-6.410, 5.687, 3.101)
H (-3.934, 5.057, 3.433)
H (-6.493, 6.496, -1.424)
C (2.809, -2.876, 2.537)
C (3.922, -3.798, 2.017)
C (4.413, -4.836, 3.018)
F (4.955, -4.269, 4.119)
F (5.389, -5.607, 2.468)
F (4.948, -3.039, 1.547)
F (3.422, -4.460, 0.926)
O (3.228, -1.591, 3.002)
C (3.663, -1.543, 4.360)
C (5.134, -1.133, 4.497)
F (5.957, -2.008, 3.864)
F (5.518, -1.115, 5.801)
F (3.387, -2.725, 4.962)
F (2.869, -0.621, 4.968)
H (2.163, -2.655, 1.678)
H (2.147, -3.378, 3.253)
H (3.603, -5.502, 3.330)
H (5.306, -0.140, 4.073)

Cartesian forces (eV/Å) of the 2 atoms listed first:
O -2.322 0.253 -1.111
C -0.516 0.199 -0.206

Calculated values
- E_LUMO: 0.40 eV
- Calculated total energy: -4489.71840 hartree
- Charge: 0
- Max |F|: 0.0621 hartree/bohr
- HOMO: -9.73 eV

Here are the Mulliken charges for atoms 1 to 5, given in e: -0.52 -0.21 -0.57 -0.07 -0.75



Record 3
# C19H26F5N6O13P2TaTe

A molecular structure, C19H26F5N6O13P2TaTe (ωB97M-V/def2-TZVPD, the Open Molecules 2025 dataset).

Atoms and positions in Å:
Ta (2.368, 0.404, 0.349)
N (3.919, -0.540, -1.035)
C (4.335, 0.335, -2.153)
C (4.198, 1.774, -1.703)
O (4.895, 2.654, -2.164)
N (3.266, 1.940, -0.713)
C (3.503, 3.065, 0.189)
C (3.915, 2.450, 1.533)
O (4.040, 3.090, 2.562)
O (3.980, 1.146, 1.485)
H (4.709, -0.726, -0.421)
H (3.575, -1.436, -1.368)
H (3.676, 0.161, -2.999)
H (5.367, 0.159, -2.448)
H (2.602, 3.660, 0.355)
H (4.282, 3.719, -0.203)
N (0.330, 0.245, 5.432)
C (0.077, 0.270, 3.932)
C (-1.410, 0.526, 3.713)
P (0.477, -1.473, 3.460)
O (2.011, -1.605, 3.782)
O (-0.341, -2.311, 4.353)
O (0.203, -1.428, 1.923)
P (1.097, 1.667, 3.293)
O (2.424, 1.446, 4.143)
O (0.421, 2.941, 3.533)
O (1.463, 1.282, 1.835)
H (-0.121, -0.605, 5.797)
H (-0.055, 1.084, 5.869)
H (1.340, 0.212, 5.606)
H (-2.001, -0.234, 4.226)
H (-1.627, 0.486, 2.647)
H (-1.671, 1.528, 4.058)
H (2.600, -1.451, 3.011)
H (3.190, 1.964, 3.785)
N (-1.460, -1.150, 0.054)
C (-2.313, -1.269, -0.724)
N (-3.272, -1.376, -1.599)
C (-4.532, -2.039, -1.230)
C (-4.547, -3.441, -1.813)
O (-4.324, -3.397, -3.209)
C (-3.038, -2.873, -3.505)
C (-2.924, -1.436, -3.030)
H (-5.350, -1.448, -1.645)
H (-4.618, -2.052, -0.145)
H (-5.518, -3.909, -1.658)
H (-3.775, -4.053, -1.326)
H (-2.915, -2.928, -4.586)
H (-2.263, -3.482, -3.025)
H (-3.618, -0.788, -3.568)
H (-1.913, -1.058, -3.158)
O (1.483, 0.594, -2.597)
C (0.580, 1.107, -1.963)
N (0.583, 1.235, -0.590)
C (-0.655, 1.740, -0.173)
O (-1.040, 1.928, 0.952)
C (-1.461, 2.009, -1.412)
C (-2.736, 2.517, -1.553)
C (-3.223, 2.654, -2.851)
C (-2.449, 2.296, -3.954)
C (-1.165, 1.780, -3.794)
C (-0.701, 1.645, -2.502)
H (-3.321, 2.800, -0.688)
H (-4.216, 3.056, -3.011)
H (-2.855, 2.429, -4.949)
H (-0.554, 1.498, -4.642)
F (-0.363, -2.924, -1.311)
Te (0.532, -2.669, 0.347)
F (3.041, -1.066, 1.464)
F (1.647, -3.877, -0.555)
F (-0.782, -3.800, 0.966)
F (1.588, -3.404, 1.725)
O (1.413, -1.249, -0.403)

Cartesian forces (eV/Å) of the 2 atoms listed first:
Ta 0.084 0.340 -0.276
N 0.079 0.020 -0.047

Calculated values
- E_LUMO: -1.63 eV
- Calculated total energy: -3553.83975 hartree
- Charge: 0
- Max |F|: 0.0098 hartree/bohr
- HOMO: -9.29 eV

Here are the Mulliken charges for atoms 1 to 5, given in e: 2.21 -0.59 -0.63 0.68 -0.68



Record 4
# C19H26F5N6O13P2TaTe

A molecular structure, C19H26F5N6O13P2TaTe (ωB97M-V/def2-TZVPD, the Open Molecules 2025 dataset).

Atoms and positions in Å:
Ta (-1.369, -0.266, 0.362)
N (-1.879, -1.787, 2.021)
C (-3.272, -1.691, 2.497)
C (-4.136, -1.166, 1.374)
O (-5.344, -1.261, 1.385)
N (-3.410, -0.601, 0.359)
C (-4.210, -0.193, -0.786)
C (-3.178, 0.426, -1.685)
O (-3.307, 1.496, -2.288)
O (-2.024, -0.156, -1.587)
H (-1.684, -2.719, 1.673)
H (-1.235, -1.591, 2.781)
H (-3.316, -0.991, 3.329)
H (-3.661, -2.652, 2.827)
H (-4.962, 0.551, -0.527)
H (-4.697, -1.052, -1.255)
N (0.376, 2.963, 1.751)
C (0.303, 2.030, 2.929)
C (0.965, 2.690, 4.137)
P (1.251, 0.539, 2.408)
O (1.356, -0.342, 3.729)
O (2.546, 0.994, 1.865)
O (0.308, -0.246, 1.501)
P (-1.471, 1.649, 3.277)
O (-2.006, 3.143, 3.013)
O (-1.644, 1.149, 4.646)
O (-1.992, 0.764, 2.151)
H (1.339, 3.021, 1.407)
H (0.032, 3.891, 2.002)
H (-0.239, 2.635, 0.970)
H (2.041, 2.794, 3.984)
H (0.776, 2.085, 5.021)
H (0.533, 3.677, 4.315)
H (2.250, -0.362, 4.092)
H (-2.966, 3.247, 3.027)
N (0.505, 0.203, -1.012)
C (1.556, 0.383, -1.447)
N (2.741, 0.559, -1.963)
C (3.934, 0.275, -1.150)
C (4.563, 1.592, -0.737)
O (4.845, 2.388, -1.877)
C (3.656, 2.734, -2.568)
C (2.935, 1.497, -3.078)
H (4.628, -0.289, -1.777)
H (3.644, -0.325, -0.290)
H (5.506, 1.425, -0.219)
H (3.881, 2.123, -0.062)
H (3.951, 3.368, -3.404)
H (2.987, 3.303, -1.911)
H (3.534, 0.991, -3.838)
H (1.963, 1.757, -3.492)
O (-2.696, -3.029, -1.024)
C (-1.488, -3.071, -1.031)
N (-0.626, -2.192, -0.354)
C (0.696, -2.652, -0.508)
O (1.696, -2.194, -0.012)
C (0.657, -3.863, -1.385)
C (1.685, -4.662, -1.847)
C (1.332, -5.733, -2.660)
C (-0.002, -5.985, -2.984)
C (-1.026, -5.177, -2.504)
C (-0.657, -4.113, -1.704)
H (2.713, -4.457, -1.581)
H (2.101, -6.386, -3.051)
H (-0.237, -6.828, -3.621)
H (-2.064, -5.364, -2.744)
F (-3.037, 3.379, -0.859)
Te (-1.401, 2.809, -1.632)
F (0.447, 3.131, -1.957)
F (-0.880, 4.226, -0.433)
F (-0.967, 1.678, -3.060)
F (-1.846, 4.081, -2.890)
O (-1.303, 1.752, -0.035)

Cartesian forces (eV/Å) of the 2 atoms listed first:
Ta 0.069 -0.182 -0.289
N -0.046 0.046 0.168

Calculated values
- E_LUMO: -1.50 eV
- Calculated total energy: -3553.85673 hartree
- Charge: 0
- Max |F|: 0.0369 hartree/bohr
- HOMO: -9.52 eV

Here are the Mulliken charges for atoms 1 to 5, given in e: 3.23 -0.41 -0.66 0.51 -0.70